Entry 1:
{
  "formula": "C12H26N3O6P",
  "method": "ωB97M-V/def2-TZVPD",
  "species": ["N", "C", "C", "P", "O", "C", "N", "O", "C", "N", "H", "H", "H", "H", "H", "H", "C", "O", "C", "C", "O", "C", "H", "H", "H", "H", "H", "H", "H", "H", "H", "H", "C", "O", "C", "C", "O", "C", "H", "H", "H", "H", "H", "H", "H", "H", "H", "H"],
  "coordinates": [[-0.9190, 3.2612, -0.1703], [-1.0776, 2.1924, -0.5430], [-1.3485, 0.7643, -0.7174], [0.0683, -0.2839, -0.0382], [-0.3724, -1.5464, 0.5954], [-2.6702, 0.4181, -0.0022], [-2.4882, 0.4331, 1.4203], [-3.6451, 1.3685, -0.4000], [-3.1461, -0.9152, -0.4946], [-3.2318, -1.9527, -0.9721], [-1.4643, 0.5334, -1.7761], [0.9361, -0.5646, -1.1186], [0.6904, 0.5689, 0.9105], [-1.8267, 1.1443, 1.7047], [-3.3522, 0.5886, 1.9185], [-4.4262, 1.2732, 0.1482], [0.4105, -2.8453, -5.8004], [0.4759, -4.0828, -5.1153], [1.5581, -4.1557, -4.1983], [1.1025, -3.9148, -2.7730], [0.6347, -2.5871, -2.5888], [-0.7852, -2.4911, -2.6034], [-0.5683, -2.7772, -6.2734], [0.5302, -1.9976, -5.1215], [1.1807, -2.8008, -6.5780], [2.3452, -3.4470, -4.4737], [1.9712, -5.1662, -4.2694], [1.9575, -4.0485, -2.1035], [0.3331, -4.6376, -2.4880], [-1.1937, -2.8631, -1.6665], [-1.2227, -3.0411, -3.4395], [-1.0459, -1.4376, -2.7098], [0.8148, 0.9286, 4.1742], [1.1055, 1.6407, 2.9801], [0.3094, 2.8126, 2.8151], [1.0657, 4.0665, 3.1997], [1.3637, 4.0952, 4.5886], [2.6987, 3.7172, 4.8782], [1.6222, 0.2180, 4.3445], [0.7471, 1.5953, 5.0362], [-0.1233, 0.3735, 4.0656], [-0.6174, 2.7320, 3.3944], [0.0467, 2.8690, 1.7550], [0.4341, 4.9339, 2.9891], [1.9792, 4.1598, 2.6054], [3.3855, 4.5318, 4.6254], [2.9922, 2.8140, 4.3384], [2.7653, 3.5219, 5.9476]],
  "forces_ev_per_a": [[0.21, 0.74, -0.27], [-0.32, -0.94, 0.23], [0.28, 0.10, -0.41], [-0.05, -1.10, 0.88], [-0.09, 0.10, -0.26], [-1.15, 0.22, 0.79], [0.37, -0.22, 0.01], [0.42, 0.36, -0.82], [1.13, 0.12, 0.29], [-0.75, -0.12, -0.02], [0.01, 0.04, -0.03], [-0.11, 0.73, -0.03], [0.04, 0.20, -0.58], [-0.04, 0.11, 0.00], [-0.08, -0.15, 0.03], [-0.16, -0.11, 0.08], [-0.03, -0.07, -0.07], [0.03, 0.18, 0.07], [-0.21, -0.25, -0.03], [0.26, 0.21, 0.06], [-0.12, 0.07, -0.22], [0.21, -0.20, 0.07], [0.01, -0.07, -0.01], [0.02, -0.01, 0.01], [0.01, 0.08, 0.01], [-0.01, 0.03, 0.03], [0.04, 0.01, 0.03], [-0.01, -0.06, 0.00], [-0.03, 0.00, -0.04], [-0.02, -0.03, 0.01], [0.03, 0.03, -0.03], [0.04, 0.01, -0.03], [0.01, -0.08, -0.04], [-0.09, 0.06, 0.17], [0.24, -0.17, -0.27], [-0.26, 0.11, 0.25], [0.11, -0.17, -0.08], [-0.03, 0.08, 0.05], [-0.01, -0.01, -0.08], [-0.01, 0.04, -0.03], [-0.01, 0.00, 0.06], [0.03, 0.03, 0.08], [0.06, 0.13, 0.24], [0.01, -0.01, -0.07], [0.01, -0.05, -0.02], [0.06, -0.05, -0.02], [-0.01, 0.01, -0.02], [-0.04, 0.05, 0.00]],
  "e_lumo_ev": 0.33,
  "smiles": "N#C[C@@H]([PH2]=O)[C@@](N)(O)C#N.COCCOC.COCCOC",
  "homo_energy_ha": -0.339,
  "homo_lumo_gap_ha": 0.35135,
  "e_tot_ev": -38905.82040,
  "relative_energy_kcal_mol": 0.0
}

Entry 2:
{
  "formula": "C5H4N2",
  "method": "ωB97M-V/def2-TZVPD",
  "species": ["N", "C", "C", "C", "C", "N", "C", "H", "H", "H", "H"],
  "coordinates": [[-2.7136, -0.9263, -1.8787], [-1.8364, -0.4679, -1.2830], [-0.6422, -0.2462, -0.4799], [-0.0842, -1.0500, 0.5529], [1.0660, -0.2789, 1.0537], [1.0092, 0.8528, 0.4014], [0.0607, 0.9774, -0.5661], [-0.4635, -2.0407, 0.9264], [1.8271, -0.3372, 1.7345], [1.5586, 1.7489, 0.7815], [0.2181, 1.7680, -1.2427]],
  "forces_ev_per_a": [[0.23, 0.74, 0.21], [0.65, -1.56, 0.35], [-0.54, 1.53, -0.61], [1.77, 0.25, 1.14], [-4.72, -2.46, -1.76], [2.51, 5.65, 0.01], [0.37, -2.31, 1.71], [0.64, 1.33, -0.64], [1.29, -0.98, 1.91], [-1.41, -2.91, -1.57], [-0.79, 0.71, -0.75]],
  "e_lumo_ev": 0.49,
  "smiles": "N#Cc1cc[nH]c1",
  "homo_energy_ha": -0.327,
  "homo_lumo_gap_ha": 0.34498,
  "e_tot_ev": -8228.44391,
  "relative_energy_kcal_mol": 24.2
}

Entry 3:
{
  "formula": "H22O11",
  "method": "ωB97M-V/def2-TZVPD",
  "species": ["O", "H", "H", "O", "H", "H", "O", "H", "H", "O", "H", "H", "O", "H", "H", "O", "H", "H", "O", "H", "H", "O", "H", "H", "O", "H", "H", "O", "H", "H", "O", "H", "H"],
  "coordinates": [[0.8313, 1.1514, 0.6696], [0.6973, 0.2249, 0.8991], [0.2426, 1.2948, -0.0799], [4.4784, 0.2697, 0.0733], [4.8830, 0.9738, 0.5923], [4.7946, -0.5400, 0.4897], [1.7520, -1.6453, 0.1766], [1.6270, -1.4488, 1.1119], [1.9189, -2.5944, 0.1567], [0.3041, -2.9469, 2.2908], [0.1973, -3.9041, 2.3263], [0.1235, -2.6572, 3.1921], [2.4842, -0.9362, -2.2686], [2.3827, 0.0122, -2.4071], [2.7835, -1.2673, -3.1228], [-4.1568, -0.2286, -2.0827], [-3.2264, -0.1869, -1.8345], [-4.2691, -1.1237, -2.4221], [-2.2703, -2.0466, -0.3576], [-1.7763, -2.3738, -1.1177], [-3.1889, -2.0663, -0.6488], [-0.5623, -1.0641, -1.3458], [-0.5116, -0.3259, -0.7281], [-0.0631, -1.7662, -0.9136], [-3.5771, 1.0809, 1.8846], [-3.6616, 1.8188, 2.4989], [-2.8403, 0.5675, 2.2347], [0.2866, 3.4181, 1.1562], [0.9822, 3.5378, 1.8125], [-0.4635, 3.9031, 1.5184], [0.1819, 3.9297, -1.2564], [-0.0641, 3.3777, -0.5056], [-0.3199, 3.5617, -1.9924]],
  "forces_ev_per_a": [[-0.07, -1.00, 0.06], [0.17, 0.05, -0.26], [0.24, 0.21, 0.13], [0.22, 0.08, 0.21], [-0.05, -0.01, -0.07], [-0.14, 0.01, -0.14], [0.05, -0.04, 0.27], [0.11, -0.46, 0.04], [0.02, 0.09, 0.08], [0.03, -0.08, 0.32], [-0.04, 0.07, -0.07], [-0.03, -0.02, -0.06], [0.20, -0.14, -0.58], [0.01, -0.05, 0.22], [-0.02, 0.08, 0.02], [-0.02, -0.19, -0.04], [0.07, 0.01, 0.07], [-0.03, 0.17, -0.11], [-2.05, -1.38, 0.74], [-0.37, 0.34, 0.24], [-0.16, -0.12, 0.38], [1.68, 1.18, -1.47], [-0.09, -0.48, -0.14], [0.64, 0.54, 0.11], [0.12, 0.08, 0.18], [-0.05, -0.05, -0.09], [-0.05, -0.04, -0.12], [-0.54, 0.97, 1.42], [0.06, -0.27, -0.24], [0.04, 0.14, -0.04], [-0.47, -0.25, -1.03], [0.42, 0.32, 0.16], [0.11, 0.22, -0.17]],
  "e_lumo_ev": 0.07,
  "smiles": "O.O.O.O.O.O.O.O.O.O.O",
  "homo_energy_ha": -0.354,
  "homo_lumo_gap_ha": 0.35615,
  "e_tot_ev": -22877.29905,
  "relative_energy_kcal_mol": 97.2
}

Entry 4:
{
  "formula": "C30H43N8O13",
  "method": "ωB97M-V/def2-TZVPD",
  "species": ["N", "O", "O", "O", "C", "C", "C", "C", "C", "C", "N", "O", "O", "H", "H", "H", "H", "H", "C", "C", "C", "C", "C", "C", "N", "O", "O", "H", "H", "H", "H", "H", "C", "C", "C", "C", "C", "C", "N", "O", "O", "H", "H", "H", "H", "H", "C", "O", "N", "C", "C", "H", "H", "H", "H", "H", "H", "H", "C", "O", "N", "C", "C", "H", "H", "H", "H", "H", "H", "H", "C", "O", "N", "C", "C", "H", "H", "H", "H", "H", "H", "H", "C", "O", "N", "C", "C", "H", "H", "H", "H", "H", "H", "H"],
  "coordinates": [[-0.0786, 0.4585, -0.4649], [0.0084, 0.2145, 0.7861], [0.5954, 1.3645, -0.9049], [-0.5336, -0.5095, -1.1439], [-0.0796, -3.0565, 6.0111], [0.5244, -1.9725, 5.0481], [-0.3096, -1.3395, 4.0741], [-1.7086, -1.9525, 3.8101], [-2.3036, -2.9375, 4.7941], [-1.4426, -3.4365, 5.9401], [-2.6236, -1.2395, 2.8981], [-2.6286, 0.0805, 2.8121], [-3.5166, -1.9015, 2.6031], [0.4324, -3.5835, 6.7081], [1.4684, -1.4935, 5.3791], [0.0914, -0.4545, 3.4901], [-3.2996, -3.0135, 4.7891], [-1.7766, -4.0995, 6.6341], [-1.9766, 3.4565, -0.6369], [-2.8676, 4.4715, -1.3209], [-4.2986, 4.7035, -0.7429], [-4.7946, 3.9665, 0.4971], [-3.7536, 3.0155, 1.2291], [-2.4746, 2.8065, 0.4551], [-6.2036, 3.9975, 0.9601], [-6.6536, 3.1465, 1.7841], [-6.8316, 5.0595, 0.6241], [-1.1086, 3.2735, -1.1749], [-2.2706, 4.8825, -2.0279], [-5.1786, 5.5255, -1.2369], [-3.9236, 2.2835, 1.9781], [-1.7016, 2.0845, 0.8451], [-0.8526, -3.5805, 0.2651], [-1.1466, -4.5785, 1.3211], [-2.0276, -5.7955, 0.9531], [-2.5416, -5.9785, -0.5089], [-2.2446, -4.8115, -1.5149], [-1.3586, -3.7225, -1.0459], [-3.3886, -7.0235, -0.9409], [-3.8736, -7.7955, -0.0799], [-3.4836, -7.1885, -2.1839], [-0.2896, -2.8205, 0.4601], [-0.7816, -4.4575, 2.2841], [-2.3416, -6.4575, 1.5271], [-2.4586, -4.9995, -2.4999], [-1.3316, -2.7045, -1.5999], [2.6694, 4.1785, -0.1739], [3.7994, 4.2205, -0.7709], [2.1224, 5.2885, 0.1721], [0.8124, 5.2595, 0.8431], [2.7854, 6.5755, 0.1681], [2.2264, 3.1605, 0.0801], [0.2374, 4.3845, 0.4841], [0.0254, 6.1825, 0.8421], [0.8624, 5.0165, 1.8781], [2.3514, 7.3455, 0.6931], [3.2124, 7.0795, -0.8339], [3.8094, 6.5215, 0.6671], [2.5714, -0.8665, -2.7009], [2.3194, -1.9475, -3.3529], [3.7554, -0.5595, -2.1309], [3.8994, 0.5275, -1.0909], [4.9854, -1.3665, -2.2849], [1.6934, -0.1085, -2.4599], [4.0374, 1.6245, -1.5029], [4.6254, 0.1435, -0.4559], [2.9414, 0.4185, -0.3629], [5.1094, -1.4965, -3.2799], [4.9074, -2.3985, -1.8829], [5.8774, -0.8595, -1.8359], [-2.0576, 1.5315, -4.0159], [-3.2466, 1.9895, -4.1089], [-1.3396, 1.0655, -5.0169], [-0.0226, 0.3725, -4.9959], [-1.8086, 1.4645, -6.3489], [-1.5386, 1.1915, -3.0539], [0.1564, -0.2535, -5.8399], [0.2164, -0.4355, -4.2389], [0.7884, 1.0205, -5.2069], [-1.3756, 0.7685, -7.2469], [-1.6266, 2.5515, -6.4599], [-2.7876, 1.5935, -6.5079], [4.8124, -2.5775, 2.3061], [5.6604, -2.2695, 3.1031], [3.5684, -1.9855, 1.8861], [2.7054, -2.5865, 0.8781], [3.3654, -0.7605, 2.4141], [4.8414, -3.7335, 1.8501], [1.7734, -2.0935, 0.6731], [2.5014, -3.5975, 0.9781], [3.2544, -2.4835, -0.1729], [2.2974, -0.4005, 2.2121], [4.0794, -0.0705, 1.8941], [3.4864, -0.5085, 3.3771]],
  "forces_ev_per_a": [[1.84, -4.88, 2.64], [-0.83, 0.94, 0.06], [-0.32, 2.03, -1.73], [-0.47, 1.78, -0.89], [-2.63, 3.26, -4.94], [-3.03, -0.96, 1.76], [-1.09, -2.33, 0.41], [3.16, 0.08, 4.25], [7.22, 3.12, -0.24], [1.56, 3.68, -5.35], [1.89, 5.76, 3.03], [0.99, -4.54, 0.06], [-3.90, -2.48, -2.62], [2.18, -0.89, 2.08], [-0.54, -0.64, -0.65], [-0.92, -1.29, 0.54], [-3.63, -0.88, -0.23], [-1.31, -1.77, 1.71], [-6.00, 3.74, -1.43], [-3.21, -3.57, 6.62], [-0.09, 0.44, -0.16], [5.06, -2.39, -0.72], [0.17, 2.48, -6.42], [-0.52, -0.89, 3.25], [-1.24, 2.06, 1.53], [1.54, 2.16, -2.74], [1.19, -3.18, 0.66], [1.75, -0.74, -0.27], [0.23, 2.17, -2.80], [3.14, -2.77, 1.44], [-0.64, -0.06, 0.80], [-1.38, 0.39, 0.24], [-4.56, -7.72, 0.18], [-2.85, -2.11, -5.77], [3.16, 8.55, -8.83], [3.28, 6.45, 1.62], [2.63, -1.59, 6.61], [-2.52, 0.41, -0.62], [-0.17, -2.38, -0.73], [0.60, 1.46, -1.60], [-0.35, 0.21, 2.42], [3.12, 4.71, 1.29], [0.51, 0.06, 1.68], [-2.38, -5.77, 5.67], [-0.90, 0.10, -2.17], [0.38, -2.21, 0.28], [5.08, -2.72, -2.57], [-2.39, -0.65, 1.34], [-3.65, 3.84, 1.70], [-2.70, 0.22, -0.24], [5.19, -0.18, -2.37], [-0.15, 1.44, -0.29], [0.26, 0.60, -0.29], [2.51, -1.80, -0.80], [0.68, 0.12, 1.17], [-1.99, 1.20, 1.12], [-1.71, -1.67, 1.48], [-1.13, -0.57, -0.29], [-2.16, -2.22, -0.77], [1.23, 3.53, 1.70], [0.87, 0.97, 1.02], [-4.24, 0.52, -0.49], [-0.72, 0.02, 2.47], [1.83, -1.25, -0.40], [-0.16, -2.34, 0.95], [1.87, 0.09, 0.98], [1.85, 0.90, -1.93], [0.79, -0.41, -3.27], [-0.18, 0.61, 0.20], [-1.03, -0.31, -0.42], [-2.71, -1.07, 2.46], [3.76, -0.55, 0.16], [0.63, -0.81, -2.83], [-0.33, -1.12, 0.77], [4.35, -0.50, -1.87], [-0.90, 0.97, -0.49], [-1.17, -0.59, -1.30], [-0.74, 1.71, 0.14], [0.89, 1.27, 0.87], [-0.78, 1.95, 2.41], [1.24, -0.36, -0.48], [-4.20, -0.98, 0.28], [-2.61, -4.28, -2.06], [-0.74, 1.31, -0.34], [3.12, -4.33, 1.55], [2.64, 1.76, -3.34], [-2.50, 5.12, -3.89], [0.04, 2.61, 0.58], [-0.31, 0.78, 0.70], [-0.14, -2.01, 0.75], [-1.10, -0.33, 1.87], [1.40, -0.35, -0.19], [-0.76, 0.31, 0.30], [0.84, -0.45, 4.02]],
  "e_lumo_ev": 0.80,
  "total_charge": -1,
  "homo_energy_ha": -0.238,
  "homo_lumo_gap_ha": 0.26714,
  "e_tot_ev": -70320.46121,
  "relative_energy_kcal_mol": 32.3
}